Density functional theory data (the ωB97M-V functional and the def2-TZVPD basis) for a molecular structure, C62H39Cl3Ge2I4N4Pb in a non-equilibrium geometry.

XYZ file:
```
115
Properties=species:S:1:pos:R:3:forces:R:3:mulliken_charge:R:1
C -7.69472 2.12604 -2.52952 0.382 -0.180 0.306 -0.69
C 0.39922 1.44667 -3.43198 0.851 0.168 0.243 -0.20
C -4.09754 0.22740 -0.60842 -1.423 0.335 -0.743 0.54
C 2.65373 -1.09502 2.27392 0.021 -0.201 1.095 1.05
Cl -0.97752 -4.30524 1.66511 0.866 -0.577 0.872 -0.22
H -1.59038 2.71355 -5.22094 0.154 0.189 -0.162 0.78
H -4.09538 2.33834 -4.36514 0.373 0.019 0.082 0.64
H 2.60166 3.40325 -3.09413 0.075 -0.100 -0.083 0.69
C -4.19000 0.75611 -1.98181 -0.256 0.246 0.477 0.98
H 2.93766 -4.31185 2.39739 0.082 0.082 0.441 0.47
H 1.12940 2.19986 4.02699 -0.296 -0.121 0.078 0.78
C 3.55618 -0.16976 2.87415 0.087 0.035 -1.070 -0.26
C -3.14297 -0.73252 3.75182 0.185 -0.054 0.842 -1.08
Pb -0.77976 -0.09311 -0.50975 0.223 -0.084 -0.167 1.02
H 0.78486 4.61010 2.85411 0.384 -0.304 0.073 0.50
H 2.39953 5.88100 4.22395 -0.062 -0.069 0.065 0.45
C -1.05651 1.47196 -3.39074 -0.046 0.305 -0.817 0.76
H -6.26782 -0.28103 -0.19991 0.028 0.041 0.058 0.67
C 3.53549 0.08989 4.23926 0.284 0.052 -0.853 -0.78
C 1.50068 2.42684 -0.11636 -0.348 0.107 -0.975 -0.39
C -0.69310 0.94672 3.80870 -0.180 -0.322 -1.141 -1.90
N -0.68971 1.08224 1.50348 0.461 0.183 0.529 -0.27
C 3.70457 3.06264 1.95244 -1.017 -0.121 -0.297 0.00
C 1.83691 -4.27258 -0.80826 0.187 0.757 0.019 -0.15
H -5.17810 -0.21067 -4.28745 0.105 -0.197 -0.189 0.54
C -3.16883 1.97706 -3.92467 -0.775 0.283 -0.377 -0.84
C 5.87419 -0.29550 -2.72036 0.064 0.144 -0.575 -0.60
H 0.68939 0.20192 -7.90936 0.138 0.093 0.475 0.37
C -2.78125 -2.06226 3.95992 -0.100 0.262 -0.279 0.05
C -6.47196 1.84209 -1.94251 0.637 -0.353 0.190 -0.26
Ge 2.84874 -1.89402 0.52884 0.460 -0.476 0.465 -0.25
N 0.70351 1.69739 -0.99199 -0.204 -0.563 -0.037 0.33
C 2.52664 -4.67624 1.47597 0.146 1.398 -0.271 -0.13
C -3.12634 1.21102 -2.70251 0.209 -0.437 -0.322 0.09
H -4.86212 -0.21795 6.64992 0.074 -0.242 -0.078 0.45
H 1.00290 -1.93563 5.20502 0.096 0.139 -0.543 0.51
C -1.33352 0.54618 2.58469 -0.173 0.243 0.633 0.67
C -3.88845 -0.05887 4.73057 0.066 -0.659 0.344 -0.14
H 5.63053 3.43015 2.73510 0.161 0.220 0.173 0.51
C 3.24973 0.37450 -5.67210 -0.551 -0.118 -0.680 -0.77
H -7.36495 0.24922 -5.34047 0.168 0.212 0.210 0.38
C 1.72535 -1.72387 3.15764 0.156 0.085 -0.237 0.05
C 2.17628 2.90999 -2.23690 -0.313 -0.238 0.641 -1.34
H 1.52464 -7.55268 0.01863 0.140 0.359 -0.048 0.40
C -4.00466 -2.13136 6.00230 0.068 0.853 0.106 -0.14
I -4.58229 -3.26405 7.64302 -0.184 0.127 0.184 0.14
H -2.13751 -2.52916 3.23275 0.023 -0.179 -0.093 0.06
C 1.84175 4.32118 2.85979 -0.032 0.204 -0.510 -0.63
C -4.30179 -0.75190 5.88759 0.292 -0.609 -0.834 -0.62
H 1.13365 -5.98550 -1.89370 -0.004 -0.089 -0.073 0.53
H -1.00809 0.64614 4.78957 0.006 0.058 0.189 0.64
I 3.53535 -0.54056 -8.53475 0.424 -0.177 -0.411 0.18
C 2.56804 0.16110 -6.87744 0.200 -0.085 0.207 0.00
C -5.54583 0.97231 -2.56128 -0.266 0.827 0.267 -0.32
H 3.97675 0.84382 -0.19193 -0.162 -0.177 -0.179 -0.29
C 4.09578 4.71399 3.61982 0.157 0.075 0.063 -0.43
C 2.63572 -0.57284 5.04619 -0.197 0.465 0.562 -0.71
C 1.76391 -6.49011 0.11131 -0.192 -0.087 0.166 -0.40
Ge -2.16740 -3.65018 0.08056 -0.188 0.947 -0.805 0.80
C -7.09498 0.72137 -4.39538 -0.309 -0.060 -0.334 -0.73
H -6.19121 2.33226 -1.00273 -0.241 -0.285 -0.288 0.50
H 4.22389 -3.13968 -1.89884 -0.044 -0.138 0.044 0.49
H 3.10673 0.99593 -3.69265 0.053 -0.088 0.513 0.05
C 2.54753 0.80536 -4.58656 -0.543 0.719 0.499 0.22
H 6.62345 0.06878 -3.42858 -0.177 -0.240 0.240 0.43
H 5.57657 1.65441 -1.83557 0.050 -0.001 -0.023 0.49
C 2.31528 -3.75046 0.41797 -0.111 -0.834 -0.504 0.45
C -2.59589 -0.12557 2.51224 0.463 0.524 0.399 1.24
C 0.35307 1.80439 2.02777 0.428 -0.009 -1.541 0.47
C 1.68149 -1.42810 4.51097 0.488 -0.245 0.380 -0.84
Cl -4.16263 -3.89099 0.65135 -0.885 -0.093 0.265 -0.22
C 0.36636 1.73380 3.41687 0.107 -0.050 1.174 -0.98
H 4.31305 0.34566 2.26074 -0.458 -0.382 0.302 0.40
H 1.72571 -3.57348 -1.65256 -0.129 -0.497 0.286 0.43
H -0.54993 0.98247 -5.93675 0.166 -0.127 -0.089 0.55
I -9.74974 2.03616 -4.72232 -0.615 0.141 -0.229 0.18
N -3.00427 0.23390 0.12188 0.362 -0.014 0.286 -0.07
C 4.51244 -2.10069 -1.86704 -0.239 0.604 0.608 -0.31
H -4.13989 0.99197 4.62655 0.044 -0.094 -0.074 0.57
C 2.73605 5.04702 3.62406 0.640 -0.034 0.121 -0.66
C 1.53238 -5.62638 -0.95899 0.325 0.361 0.632 -0.90
C 5.29382 0.61128 -1.84333 -0.231 -0.636 0.285 -0.45
C 2.37511 3.22663 -0.91863 0.421 0.234 -0.714 -0.89
H 3.02016 4.01231 -0.55618 0.029 -0.077 0.066 0.72
C -4.76227 -0.49974 1.38580 -0.640 -0.354 0.914 -1.14
C 3.95072 -1.21971 -0.89379 0.483 0.398 -0.627 0.24
Cl -1.86807 -4.76946 -1.69287 0.180 -0.302 -0.389 -0.27
C -7.99624 1.57930 -3.77890 0.369 -0.081 0.523 -0.11
H 2.46896 -6.70561 2.13505 0.001 0.014 0.090 0.47
H -2.94825 -3.80489 5.17216 0.049 -0.412 0.056 0.48
H -5.28468 -0.85539 2.26745 -0.048 0.059 -0.274 0.63
C -5.87918 0.44632 -3.80257 0.173 -0.253 0.242 -0.29
H 2.68997 -0.36577 6.11270 -0.238 -0.199 -0.111 0.40
C 1.20910 0.37992 -6.96211 -0.520 0.145 -0.182 -1.22
C 5.47385 -1.63372 -2.75352 -0.004 0.082 0.077 -0.83
H -8.37565 2.73427 -1.94373 -0.121 0.107 -0.492 0.40
C -3.22491 -2.77888 5.05027 -0.232 0.733 0.114 -0.65
C -1.90810 2.16114 -4.36227 -0.030 -0.561 0.489 -1.55
C -5.25980 -0.19284 0.17001 0.801 -0.037 -0.840 -1.34
C 1.37120 2.48550 1.25279 -0.786 -0.348 0.144 0.83
C 2.27242 -6.01280 1.33116 -0.341 -0.509 -0.932 -0.74
C 1.14301 1.08323 -4.62848 0.538 -0.176 0.404 0.62
H 4.24380 0.80918 4.64144 -0.094 -0.196 0.039 0.48
C 2.31598 3.32285 1.99908 0.678 0.008 0.590 0.24
H 1.05768 -2.50671 2.83462 -0.176 -0.002 -0.474 0.28
C 0.52043 0.82846 -5.85067 -0.816 -0.010 -0.342 -0.58
H 5.92672 -2.31664 -3.47120 -0.128 0.157 0.190 0.46
I 5.41921 5.76138 4.86842 -0.217 -0.179 -0.210 0.15
N -1.78393 0.94427 -2.43604 0.442 -0.135 1.030 0.11
C 1.10654 1.92867 -2.25133 -0.045 0.346 0.214 0.43
H 4.08225 2.31747 1.26284 -0.084 -0.001 0.054 0.53
C -3.37329 -0.20291 1.39346 0.021 0.128 -0.702 0.20
C 4.59000 3.71092 2.77881 -0.336 0.497 0.265 -0.78
C 4.36065 0.13970 -0.92885 -0.290 -0.261 0.516 0.69
H 4.30316 0.18796 -5.62018 0.355 -0.031 0.111 0.49
```
Forces are in eV/Å.

Computed properties:
ΔE to the lowest compared entry with this formula, charge and spin   111.9 kJ/mol
LUMO energy (spin up / spin down)   -6.69 / -7.12 eV
HOMO energy (spin up / spin down)   -11.6 / -12.2 eV
Total charge   +2
DFT total energy   -259124.471 eV

=====

Density functional theory data (the ωB97M-V functional and the def2-TZVPD basis) for a molecular structure, C62H42Cl4IrN7Sb in a non-equilibrium geometry.

XYZ file:
```
117
Properties=species:S:1:pos:R:3:forces:R:3:lowdin_spin:R:1
H -1.06331 4.09503 -0.99900 0.022 -0.451 -0.060 0.01
H -5.77747 1.98935 -5.47725 0.230 -0.573 1.209 0.00
H 2.52783 -4.92906 -1.81846 0.284 0.428 0.298 0.00
C 1.54824 -1.99302 1.76487 0.755 0.473 -1.483 0.06
C -0.30181 -0.13505 4.79481 -0.741 0.495 0.925 0.02
H 0.66700 -4.67468 2.43326 0.477 -0.055 0.319 0.00
H 3.29556 -3.26283 2.29946 -0.312 1.410 0.345 0.01
Cl 1.56444 -5.47286 7.93573 0.063 -0.372 0.046 0.00
H 3.79058 -4.17974 -5.69621 -0.736 0.286 0.227 0.00
C 2.17780 -4.15375 0.19623 0.786 1.349 0.598 -0.03
H 2.76139 -3.47784 -3.46688 0.231 -0.265 -0.520 0.00
C -4.41601 0.64661 -2.59758 0.220 0.331 0.725 0.01
Ir -0.00043 -0.79665 -0.51109 -4.152 -0.277 -1.366 1.21
H -1.18549 5.91124 1.66845 0.273 -0.705 -0.025 0.00
H -1.02882 -3.06860 4.81895 -0.630 0.455 -0.820 0.00
N 0.69703 0.63576 2.88893 -3.253 1.024 -0.814 -0.01
H 2.24495 3.29781 -6.31953 0.049 -1.026 0.793 0.00
C 0.16027 -4.15769 1.63941 -1.584 -0.773 -1.670 0.01
H 3.28816 -2.41680 4.70868 -0.998 -0.710 -0.312 0.00
C -6.83988 0.94887 -2.36585 0.308 -0.590 0.038 0.00
C -0.01124 -3.27431 5.03794 1.391 -1.012 -0.984 0.00
H 5.55103 2.44450 -1.66786 0.351 0.158 0.282 0.00
H -1.14682 -3.79158 -5.13848 0.952 -0.268 -0.332 0.00
C 4.43366 1.94786 -4.82319 -0.001 0.581 -1.017 0.00
C 0.74198 -3.68228 -4.10738 1.621 -0.328 0.211 0.01
H -0.66433 -4.74474 6.49804 -0.406 0.141 -0.052 0.00
C -2.02340 3.96240 0.92852 0.265 -0.635 1.641 0.01
H 4.44747 0.58307 0.87153 -0.276 0.084 -0.283 0.03
H 2.12538 1.46312 -6.41496 -0.063 1.503 1.191 0.00
H -4.01842 2.30115 1.81521 1.052 -0.422 0.250 0.00
N 1.35246 -0.77679 0.78266 2.605 0.382 3.331 0.29
C 3.49015 2.42786 -2.36509 1.887 0.621 0.304 0.23
C -0.50167 2.68422 2.39152 -0.263 -1.286 -0.069 0.01
C -0.47946 4.16268 2.93809 0.744 1.530 0.981 0.01
C -5.58354 0.65107 -1.80577 -0.041 -0.016 -1.165 0.00
H 0.87018 5.68346 0.26373 -0.194 -0.480 0.434 0.00
C -1.68211 3.40279 -0.40973 1.335 -2.339 -1.490 0.04
H 3.04258 -4.54097 0.72869 -0.645 -0.559 0.180 0.00
C -0.05177 -3.90062 -5.21939 -1.150 -0.477 -0.212 0.03
H -5.54147 0.35035 -0.76450 0.088 -0.152 -0.120 0.00
C -1.05917 2.06289 0.35859 0.443 3.512 -0.012 0.02
H -3.52042 1.27681 -4.51740 -0.320 -0.149 0.248 0.00
H -1.36932 1.66435 5.36077 0.177 0.038 -0.484 0.00
H -2.99252 4.39924 0.99777 -0.722 0.589 0.335 0.00
N -1.25461 -1.45469 -1.87859 -0.190 -1.847 -2.053 0.13
H -0.15827 -4.93778 0.89059 -0.054 0.552 0.945 0.00
Cl 2.60386 -4.79107 -8.18354 -0.577 0.181 0.660 0.01
H 2.08514 5.03256 5.19659 -0.798 -0.106 -0.038 0.00
H -2.36601 -4.01827 -3.78735 -0.303 0.744 0.500 0.00
Cl 0.23724 5.19724 7.40689 -0.009 -0.159 -0.105 0.00
H -4.22690 -2.03750 -3.20994 -0.718 -0.158 -0.225 0.00
C -3.20940 -2.08394 -2.91849 1.818 -2.137 -0.731 -0.05
C 2.37872 -3.01609 4.96850 0.358 1.688 -1.745 0.00
C 2.07644 -4.20941 -1.13878 0.074 -1.242 0.870 0.01
C 2.09678 2.36859 -5.68864 -0.865 -0.687 -1.467 0.00
H 1.69864 4.71656 2.90443 0.186 -0.224 -0.393 0.00
C 1.11986 -2.77492 4.31516 -0.423 -0.481 2.340 0.00
H -0.74279 -3.67329 2.06557 0.559 -0.068 -0.398 0.00
C 1.05852 4.79899 4.86136 0.581 0.449 0.887 0.00
C 2.35470 0.04056 0.52110 0.292 0.035 0.047 0.37
H -2.54279 4.50372 3.49121 0.438 -0.638 0.960 0.00
C 3.00848 -2.21776 2.00740 0.676 -1.260 0.153 0.20
C 0.99138 -3.37372 -1.51044 -2.463 0.527 -1.548 0.02
C -1.86327 2.55803 1.62055 0.348 -0.403 -0.229 0.01
C -0.02743 4.82315 5.79583 0.742 -0.038 -1.134 0.00
N 0.46054 -2.73180 -0.44780 0.893 0.400 1.531 0.18
N 2.61641 2.39981 -3.35090 0.357 0.003 0.387 0.06
N -1.29250 0.90322 -0.38542 1.594 -0.762 -0.051 0.15
C 0.96426 -1.76957 3.24231 -0.702 2.128 -0.744 0.00
C 1.42032 -4.49570 6.53021 -0.386 0.129 0.291 0.00
C 3.63441 -0.12488 1.00229 0.782 -1.225 1.443 0.32
C 2.14723 -3.75951 -4.32397 -0.521 0.160 0.454 0.03
H -0.51524 -0.69100 5.68493 -0.008 -0.547 0.035 0.00
C -2.58800 -1.06547 -2.13061 0.201 1.049 -0.141 -0.03
C 0.48111 -4.33425 -6.42961 0.200 -0.049 -1.183 -0.01
C 0.84557 4.59924 3.54423 -0.811 -0.887 -0.715 0.00
C -2.37174 1.25790 -1.22859 0.303 -0.165 0.178 -0.01
H -2.16187 4.64924 5.99789 0.131 0.496 -0.272 0.00
C 0.93775 3.52421 0.47954 -0.198 1.225 0.888 0.21
C 5.34107 2.12774 -3.81244 0.538 -0.538 0.858 0.01
H -3.11088 1.62804 3.16152 0.172 -0.221 0.242 0.00
C 2.69868 -4.08235 -5.55467 0.475 -0.056 -0.471 -0.01
C 0.41313 4.77863 0.69436 0.892 -1.264 -0.544 0.09
Cl -8.44704 1.56762 -4.45102 0.367 0.223 0.024 0.00
C 0.25956 -3.33971 -2.75691 0.140 1.758 0.945 0.16
H 6.39092 1.97080 -3.99536 0.242 0.114 -0.094 0.00
C 1.06085 -3.22938 0.83809 1.297 -0.305 -0.457 0.03
C 0.43048 -0.51956 3.60064 2.375 -1.343 0.389 0.02
C -0.19065 1.53349 3.34676 2.161 -0.052 -1.240 0.03
H -0.19955 -4.69536 -7.21995 0.423 0.558 0.389 0.00
H 4.74175 1.73981 -5.85572 -0.009 0.035 0.545 0.00
C 2.53253 -3.83471 6.04919 0.284 -1.103 0.298 0.00
C -0.86030 4.85646 1.53263 0.206 0.515 -0.496 0.01
H -3.14295 0.78082 1.55851 0.413 0.786 0.674 0.00
C -1.54022 4.39769 3.96417 -0.387 0.251 -0.959 0.00
C 0.15375 -4.23780 6.01843 0.796 0.315 0.641 0.00
C -5.68332 1.56708 -4.43898 -0.592 0.140 -0.374 0.00
H -3.39990 3.08729 -1.87529 0.292 -0.382 -0.044 0.01
C 4.90019 2.38345 -2.51270 -1.863 -0.393 -0.952 0.03
C -3.12908 0.20766 -1.90370 0.815 -0.300 -1.373 0.05
H 4.98948 -1.34936 2.13089 -0.571 -0.569 -0.472 0.00
C -2.59262 2.61582 -1.31195 -1.149 -0.127 0.975 0.18
C -4.42888 1.16910 -3.91980 -1.483 -0.136 0.751 0.00
Sb 2.62955 2.24693 -0.35757 -2.561 0.475 -0.875 0.78
C -2.25774 -3.07688 -3.23210 -0.892 1.907 0.545 -0.01
H 3.51928 -4.07524 6.47002 -0.529 0.505 -0.120 0.00
C -3.05400 1.77050 2.08946 -1.772 0.061 -0.842 0.00
H -7.72432 0.64174 -1.76434 0.521 0.813 -0.733 0.00
H 1.08652 2.43873 -5.21781 0.756 -0.131 -0.545 0.00
C 3.95514 -1.29120 1.74981 0.651 0.610 0.350 0.01
C -0.73758 1.14850 4.63884 -0.007 -1.113 -0.196 0.01
C 3.09701 2.22323 -4.58610 -0.711 0.118 -0.280 0.01
C 1.86884 -4.34865 -6.66115 -0.304 -0.321 1.214 0.04
C -1.32632 4.66568 5.29706 -1.092 -0.837 -0.385 0.00
C -6.89779 1.39581 -3.69655 1.313 -0.584 0.324 0.00
N 0.23154 2.41756 1.07006 -0.559 0.658 0.417 0.02
C -0.99287 -2.65493 -2.63642 -2.277 1.782 0.858 -0.06
```
Forces are in eV/Å.

Computed properties:
LUMO energy (spin up / spin down)   -7.38 / -7.38 eV
Multiplicity   6
HOMO energy (spin up / spin down)   -10.1 / -11.6 eV
Total charge   +2
DFT total energy   -134842.775 eV
Expectation value of S²   8.95

=====

- DFT total energy of number 1 (C62H39Cl3Ge2I4N4Pb)?
  -259124.471 eV

=====

- Which formula does entry 1 have?
  C62H39Cl3Ge2I4N4Pb

=====

- Which value of DFT total energy does entry 1 give?
  -259124.471 eV

=====

- total charge of number 1 (C62H39Cl3Ge2I4N4Pb)?
  +2